1.
Below is a structure of composition C4HAlLiO4, with properties calculated with ωB97M-V with the def2-TZVPD basis set.

Structure (XYZ):
```
11
Properties=species:S:1:pos:R:3:forces:R:3
Al 0.636263 -0.902454 3.979786 -3.152 -0.412 7.581
O 1.332116 -0.870193 2.625824 3.942 -1.173 -2.783
O -2.045320 0.572937 -2.899899 -0.057 0.154 0.447
O -0.234587 0.122023 1.347918 1.235 -0.293 1.166
O 1.648317 -0.389227 0.456968 -0.483 -2.740 1.275
C -0.258255 0.633132 -0.022129 -1.938 -1.229 -1.113
C -1.817916 0.283201 -3.969095 0.012 -0.077 -0.307
C 0.908517 -0.478772 1.535519 -0.326 3.705 -7.138
C 0.772216 -0.002437 -0.594775 0.624 1.601 0.855
Li -2.061945 1.173400 -0.848208 -0.090 0.151 -0.367
H 1.120594 -0.141607 -1.611909 0.233 0.315 0.384
```
Positions in Å, forces in eV/Å.

Values from the calculation:
expectation value of S² = 0.751
2S+1 = 2
total charge = +2
HOMO (spin up / spin down) = -17.407 / -17.397 eV

2.
Below is a cluster of 13 separate species, C46H99IO16S in total, with properties calculated with ωB97M-V with the def2-TZVPD basis set.

Structure (XYZ):
```
163
Properties=species:S:1:pos:R:3:forces:R:3
I 0.198777 4.844507 -3.399681 -0.252 -0.674 1.202
S -1.935972 -0.304090 -4.620186 -0.367 0.099 -0.168
O 1.488990 1.777667 4.940532 0.189 0.036 -0.164
O -6.136838 -4.965516 -1.872417 -0.208 -0.105 0.081
O 0.357394 -3.085926 2.809732 0.173 -0.032 0.096
O 7.045189 4.515391 -1.107857 -0.040 -0.194 0.042
O -3.561293 -4.581317 -3.005808 0.407 0.582 -0.357
O -3.063740 3.028551 4.776311 0.231 -0.070 0.184
O -3.562456 -1.360943 6.837371 0.195 -0.018 0.063
O -3.341086 -2.393060 -2.716320 1.927 -0.612 -0.380
O -2.944825 0.134006 0.443856 0.489 -0.067 -0.236
O 8.081946 5.505638 -3.868595 0.124 -0.010 0.287
O -2.237000 2.758427 -3.751747 0.317 -0.475 0.332
O -7.175448 -7.463543 3.054039 0.166 -0.050 0.111
O 9.068803 5.216334 2.630446 -0.052 0.138 0.103
O -4.235729 2.351372 -5.867278 -0.077 0.027 -0.099
O 3.427953 -5.802289 0.707043 0.074 0.084 -0.032
O -4.901814 2.823566 -2.296871 0.117 0.016 0.271
C -4.667332 1.797925 3.462847 -0.004 -0.114 -0.097
C -4.465035 3.528510 -7.963707 -0.040 0.002 -0.127
C 3.662329 -2.635039 1.180508 1.136 1.032 -0.164
C 2.897068 4.681725 -1.075070 -0.174 -0.145 0.098
C 2.641917 -6.064038 -0.449955 0.052 -0.377 0.292
C 8.692243 3.959537 3.185309 0.442 0.009 0.004
C -3.954686 1.917648 4.793995 -0.219 0.344 -0.203
C -1.532958 -3.814794 -3.976152 0.889 0.719 0.766
C -2.416815 -1.834389 -1.766992 -0.092 1.092 1.388
C -6.511271 1.777691 -3.755612 -0.162 -0.203 0.000
C -1.828587 2.013285 -2.896522 0.701 -0.521 1.168
C -1.227671 -4.274540 1.434048 -0.056 -0.113 -0.074
C 4.092306 -1.025702 -0.872593 0.900 -0.757 0.161
C -1.267978 1.692123 -0.410747 0.701 0.600 0.251
C -5.170298 -2.602384 5.529194 -0.010 -0.093 -0.063
C 6.397618 4.957646 -5.513249 -0.106 -0.027 0.020
C -1.034747 2.497847 -1.635668 0.270 -0.202 1.051
C -6.067848 3.057177 -3.076512 0.233 -0.301 -0.217
C 1.099787 0.464008 5.336143 -0.279 0.277 0.147
C 5.121787 1.405519 -0.659194 0.294 0.259 -0.289
C 4.401023 2.639866 -1.350790 0.633 -0.747 0.586
C -0.569269 -4.166920 2.796464 -0.156 0.398 -0.216
C -2.237487 -0.288267 -1.853455 -0.065 0.324 -0.004
C -8.082786 -8.560735 3.057028 -0.199 0.353 -0.187
C 7.945907 6.557487 -0.188076 0.089 0.149 0.053
C -5.601098 -6.563017 -0.144627 -0.038 -0.130 0.086
C -2.033017 0.453729 -2.968780 1.023 0.027 0.256
C 0.356059 3.097135 0.847541 -1.581 -1.197 -1.705
C 1.435541 -6.907137 -0.083736 -0.128 0.009 -0.061
C -0.590560 1.961976 0.850558 0.614 1.771 -2.398
C 7.830639 5.052363 -0.047085 -0.068 0.167 -0.446
C 3.874543 3.700719 -0.293887 0.585 0.485 -1.989
C -6.491924 -6.227200 -1.326430 0.458 0.262 -0.098
C -8.791114 -8.666642 1.719740 -0.015 -0.094 -0.066
C -2.253693 0.479487 -0.479123 0.799 0.717 -1.110
C 5.028008 0.077452 -1.512266 -0.646 -0.358 0.111
C 7.286492 6.036803 -4.926149 0.000 -0.326 -0.192
C -5.133850 3.111548 -6.667701 0.411 0.104 0.008
C -0.124546 3.635619 -1.629635 -0.468 -1.403 2.220
C -0.410425 0.331388 5.314202 -0.042 -0.159 -0.008
C 4.412421 -1.336255 0.642778 -0.979 0.566 0.219
C 1.623439 5.077429 -0.192092 0.465 -1.115 -0.639
C -4.449671 -2.474816 6.857843 -0.215 0.325 -0.201
C -2.873414 -3.608855 -3.212448 -0.591 -1.333 -0.083
C 0.576167 3.921095 -0.352573 -0.528 -0.511 0.717
C 9.541683 3.640032 4.400315 -0.033 -0.031 0.116
H 7.950032 6.453350 -5.690198 -0.107 0.095 -0.038
H 3.559376 2.233053 -1.978281 0.557 0.446 0.644
H -1.395727 -2.293358 -1.773688 -0.832 0.284 -0.319
H -0.747233 1.332079 1.760895 0.066 0.720 -1.029
H 6.998581 4.133208 -5.906822 -0.003 0.074 -0.093
H -5.211451 -5.018848 -2.156787 -0.192 0.248 -0.047
H -7.686653 -6.663583 2.884791 0.098 -0.084 -0.001
H -0.022846 -5.081343 3.030940 0.123 0.151 0.039
H 8.540500 6.980842 0.623326 -0.041 -0.004 -0.020
H 1.556982 -0.243035 4.642428 0.089 0.152 -0.009
H -8.067092 -8.796652 0.912714 -0.009 -0.061 0.070
H 9.255118 2.680903 4.836432 0.062 0.017 0.000
H -8.803970 -8.419826 3.868913 -0.054 -0.197 0.001
H 0.818973 -7.111370 -0.962035 -0.012 -0.058 0.049
H 1.987417 5.080507 0.873777 -0.645 0.221 -0.996
H -7.410536 1.943506 -4.354463 0.011 -0.041 -0.004
H -5.871238 -7.529463 0.286622 0.076 0.040 0.071
H 7.638581 4.018807 3.460933 0.037 0.134 -0.113
H 6.222393 1.610953 -0.515314 -1.187 0.143 0.000
H -5.685736 -5.796727 0.628813 -0.086 -0.060 -0.017
H -0.475010 -4.428636 0.657108 0.014 -0.054 0.074
H 8.412238 6.821212 -1.141374 0.046 -0.051 0.036
H 1.749049 -7.858468 0.354505 -0.003 -0.025 -0.119
H 3.442549 -2.431973 2.262822 0.072 -0.673 -0.990
H 6.955839 7.019149 -0.178069 0.019 -0.065 0.073
H 7.483590 4.739569 -1.939765 -0.130 0.134 -0.080
H -9.349109 -7.751358 1.504173 -0.070 -0.059 0.060
H 9.998037 5.156892 2.379270 -0.111 0.031 0.044
H 4.265130 -2.000101 -1.424160 -0.267 1.005 0.329
H 2.327584 -5.105636 -0.866370 0.147 0.052 0.132
H -9.484601 -9.510180 1.710114 -0.018 0.052 -0.038
H 5.779435 5.356682 -6.319827 0.024 -0.056 -0.001
H 2.706208 -2.773806 0.617084 0.769 -0.072 0.566
H -4.670798 2.053198 5.612945 -0.060 -0.162 0.017
H -4.452747 -2.724603 4.715080 -0.005 -0.061 0.068
H -5.458323 3.989038 -6.098102 -0.161 0.046 -0.130
H -0.798691 0.540477 4.314057 0.046 -0.030 0.008
H 3.003513 -0.785437 -0.985712 0.851 -0.026 0.173
H -3.941426 1.674296 2.656559 -0.042 -0.093 0.046
H 0.897064 3.278574 1.803969 -0.361 0.147 -1.046
H -7.510101 -9.466694 3.258657 0.101 0.145 0.044
H -6.402344 -6.988313 -2.109943 -0.113 -0.169 0.110
H -0.872061 1.053935 5.992422 -0.002 -0.074 0.034
H -4.212916 2.505944 -2.895446 -0.288 0.186 -0.051
H -5.848340 -3.458329 5.532491 -0.015 0.049 -0.042
H -6.007472 2.490707 -6.871556 0.075 -0.056 0.128
H -0.133741 -2.279843 2.610954 0.065 -0.085 0.054
H 6.032055 -0.401265 -1.695870 -0.864 0.621 0.378
H -4.090247 -0.571469 6.668699 0.089 -0.078 0.037
H -4.551314 -6.594749 -0.449203 -0.041 -0.082 -0.059
H 0.825186 -6.397051 0.664158 0.032 0.036 -0.077
H -1.757348 -3.349425 1.187737 -0.099 -0.053 0.088
H 4.355031 -3.511434 1.057526 -1.090 0.653 0.196
H -5.747257 -1.698578 5.313895 -0.072 -0.057 0.063
H -5.349354 0.944811 3.458105 -0.010 0.040 -0.062
H -1.937961 -5.103854 1.406294 -0.031 0.059 -0.059
H -0.719280 -0.673802 5.609274 -0.064 0.056 0.028
H 8.819302 4.581485 -0.067173 0.040 0.041 0.191
H 6.683236 6.846830 -4.515384 0.145 -0.047 0.135
H 9.432735 4.418359 5.158257 -0.078 -0.050 -0.035
H -1.316622 -4.000967 3.579282 -0.070 -0.191 -0.012
H -2.845848 -2.050215 -0.744261 0.416 0.286 -1.018
H 8.805707 3.187019 2.417191 -0.130 -0.121 0.082
H -5.148967 4.107146 -8.588481 0.062 0.016 -0.006
H 1.205859 6.081725 -0.463382 0.269 -0.976 0.175
H 3.710282 -6.652351 1.064606 -0.031 0.116 -0.024
H 4.011502 -0.474084 1.248072 0.476 -0.714 -0.548
H -6.848503 3.428037 -2.410341 0.163 0.028 0.095
H -5.164410 -2.341466 7.676484 -0.042 -0.189 0.005
H 4.667757 1.313643 0.363316 0.466 -0.295 -0.927
H 3.264666 -6.575129 -1.191729 -0.131 0.045 -0.158
H -5.846660 3.834659 -3.815483 -0.162 0.031 -0.033
H 5.745578 4.538676 -4.743667 -0.007 0.098 -0.019
H -3.576551 4.133260 -7.762853 -0.085 0.073 0.010
H 4.778012 4.304796 -0.008796 -0.897 -0.721 0.318
H -3.858482 -3.368860 7.058858 0.098 0.148 0.043
H -5.238649 2.704239 3.244291 -0.071 -0.059 0.074
H 7.346256 4.793701 0.893207 -0.038 -0.091 -0.146
H -7.536971 -6.175239 -1.014675 0.019 0.072 -0.082
H 8.621601 4.795772 -4.237021 -0.048 0.101 0.036
H -4.134321 2.650694 -8.522679 -0.093 0.009 0.031
H -0.700409 -3.613584 -3.236262 -0.751 -0.116 -0.811
H 1.090846 2.398572 5.561812 0.024 -0.069 -0.105
H -0.609412 -0.461435 -4.962726 -0.525 0.577 0.975
H 5.164433 3.092871 -2.044378 -0.989 -0.118 0.614
H 4.619871 0.322043 -2.533208 0.408 -0.159 0.865
H 1.493060 0.267199 6.338592 -0.023 -0.191 -0.023
H -1.381715 -4.881266 -4.292161 -0.692 1.112 0.310
H 3.415990 5.605238 -1.460402 -0.339 -0.898 0.619
H -3.588188 3.819916 4.607846 0.087 -0.095 -0.007
H 3.381278 3.193472 0.572829 0.404 0.468 -0.685
H 5.519287 -1.358929 0.862343 -1.060 -0.157 -0.435
H -3.368512 1.018575 4.993767 0.146 0.149 0.023
H -1.364486 -3.101681 -4.819189 -0.405 -0.618 0.733
H 10.600998 3.600923 4.131989 -0.036 -0.108 -0.027
H -3.468400 2.907048 -5.680719 -0.004 -0.215 0.131
H -6.720110 1.001998 -3.014978 -0.098 0.122 0.041
H 2.586968 4.122311 -2.003412 0.047 0.733 0.992
H -5.722100 1.395568 -4.404450 -0.065 0.117 -0.033
```
Positions in Å, forces in eV/Å.

Values from the calculation:
total charge = 0
HOMO = -9.073 eV

3.
Below is a structure of composition C14H48O10, with properties calculated with ωB97M-V with the def2-TZVPD basis set.

Structure (XYZ):
```
72
Properties=species:S:1:pos:R:3:forces:R:3
O -2.374658 0.882712 -0.962659 -4.531 6.636 -4.547
O 2.556432 2.216812 -1.879129 -0.411 1.214 -0.003
O -1.295468 -3.551958 -1.693909 0.079 -0.082 -1.162
O 0.694442 -1.164958 -3.758399 0.902 0.132 -0.322
O -0.281268 3.645022 0.210831 1.153 0.962 0.010
O -1.889198 -0.738958 3.482811 -1.044 -0.207 3.911
O 1.283432 -0.254668 1.024601 2.689 11.639 7.373
O 0.173182 1.082712 2.151021 -0.681 5.735 7.051
O -1.955848 -0.395528 0.436861 -6.166 -6.760 -5.231
O 1.362022 -1.757448 -0.018339 5.236 -12.863 -5.444
C -0.323018 1.006152 -3.921599 0.712 0.780 -0.624
C 1.540502 -0.141768 3.703761 -0.180 -0.636 1.019
C -2.581148 -1.315018 -0.406289 -4.056 -1.464 1.345
C -0.966038 -0.646378 -2.059829 2.923 1.756 -6.928
C -0.499888 -0.431488 -3.529199 -0.956 -1.135 0.586
C 0.242592 -0.049368 0.148391 -5.636 4.515 0.880
C -1.358948 -0.474168 2.247551 -0.261 -4.375 3.919
C -1.927538 1.728952 0.061101 0.573 8.705 -0.696
C 2.543582 1.461142 2.054251 2.160 2.011 0.403
C 2.001152 0.952762 -1.599569 2.028 -0.976 -0.926
C 0.673982 2.582302 0.363761 2.201 3.222 -0.269
C 1.462232 -2.873028 0.818921 1.818 0.396 0.098
C 1.351822 1.176242 2.963331 1.970 0.321 2.706
C -0.661598 -2.812748 -0.680369 1.041 -3.695 1.368
H 1.112822 -0.937428 0.414161 2.084 -9.353 -2.606
H 2.441052 -0.165368 4.317391 0.058 0.406 -0.067
H -1.250278 1.575812 -3.983039 -0.147 -0.019 0.609
H 0.307582 0.823732 -0.500889 -2.903 -2.836 1.965
H -2.276088 -2.319018 -0.111269 -1.777 0.779 0.561
H 1.277032 1.979292 3.696561 -0.189 0.117 -0.138
H 0.702832 1.844432 -0.437999 -0.483 4.245 1.044
H 1.197302 0.931542 -0.863719 4.300 0.135 -2.867
H 2.688372 0.752722 1.238611 0.812 0.670 0.609
H -2.709688 2.411962 0.392511 -0.265 -0.174 0.206
H 0.482072 -2.023368 -4.132089 -0.061 0.016 0.156
H 1.566982 0.470022 -2.475109 0.815 -0.297 0.210
H -3.669168 -1.249698 -0.399359 -0.532 0.214 0.566
H -1.027828 -1.711078 -1.834689 0.039 1.815 -3.704
H -1.155358 2.392422 -0.328339 -1.123 -0.696 -0.074
H 1.600262 -1.021198 3.062561 0.044 0.269 -0.068
H -0.294678 -0.300478 2.406531 -1.982 -2.595 -0.619
H 2.102562 -3.595538 0.312891 0.171 -0.300 0.161
H -1.545608 -1.600998 3.728661 -0.169 -0.065 0.349
H -1.250788 -0.886848 -4.174889 -0.372 0.141 -0.198
H 0.422892 -2.920538 -0.699979 -1.484 -0.753 -1.747
H -1.829918 -0.014798 -1.852679 2.255 -1.428 -2.186
H 0.096072 1.168262 -4.914669 0.018 -0.626 -0.346
H -1.492648 1.212992 0.917111 -0.342 2.339 -0.652
H 3.469062 1.535462 2.625261 -0.166 -0.201 0.381
H -0.847278 -1.739298 -0.716769 0.557 -2.733 1.976
H -1.624578 -1.327538 1.623601 0.939 -0.650 2.108
H 1.664812 3.036522 0.369991 -0.164 0.420 -0.811
H 0.700482 -0.316488 4.376021 -0.105 0.044 0.124
H -2.301998 -1.151728 -1.447199 -1.937 -1.400 1.570
H 0.629522 2.093932 1.337221 -0.766 2.329 -2.611
H -2.770428 1.388272 -1.676369 -0.253 1.002 -0.182
H -0.186588 -0.290638 -1.386019 -1.297 0.285 -3.043
H 0.533512 -3.401618 1.033771 0.194 0.279 0.487
H 0.441002 1.477972 -3.303719 -0.653 0.416 0.249
H 0.092122 4.094262 -0.550989 -0.310 0.656 -0.076
H -2.239868 -3.380018 -1.706559 -0.298 0.014 0.125
H -0.655498 0.113752 0.744151 3.685 -0.693 -1.470
H -1.910448 0.408952 1.925021 0.194 -0.204 1.897
H 2.785602 0.372702 -1.113509 0.022 -0.662 -0.392
H 1.207892 0.422382 1.700981 0.299 -2.295 -2.181
H 2.935412 2.255302 -2.760319 -0.041 -0.295 0.013
H 0.131262 -0.955028 -0.447849 0.152 1.728 1.967
H -1.026228 -3.264678 0.242081 0.249 0.267 0.433
H 2.401542 2.443412 1.603621 0.685 -0.422 0.538
H 1.973122 -2.596218 1.741131 0.071 -0.031 0.400
H -0.557108 1.335602 2.720531 -0.295 0.287 0.354
H -2.111858 0.500532 0.129711 -1.093 -5.978 2.459
```
Positions in Å, forces in eV/Å.

Values from the calculation:
total charge = 0
HOMO = -7.622 eV
ΔE to the lowest compared entry with this formula, charge and spin = 44.1934 eV

4.
Below is an isolated molecule of C6H8, with properties calculated with ωB97M-V with the def2-TZVPD basis set.

Structure (XYZ):
```
14
Properties=species:S:1:pos:R:3:forces:R:3
C -0.463932 0.264344 0.156364 0.542 0.388 0.222
C -2.647862 0.239706 -1.375891 -0.594 -0.514 0.360
C 1.587439 -0.970005 0.955834 0.399 1.159 -0.047
C 2.097432 0.332452 0.323814 0.470 -0.501 0.578
C -1.431250 0.264382 -0.550165 -0.625 0.111 -0.131
C 0.738291 0.291318 0.969073 -0.118 -0.771 -0.402
H -2.779802 -0.811414 -1.742032 -0.037 0.984 0.026
H -3.570433 0.488548 -0.760364 1.169 -0.171 -0.757
H 2.899420 0.831509 0.886276 -0.510 -0.099 -0.369
H 2.003315 -1.299304 1.903103 0.047 0.098 -0.220
H 1.280880 -1.738152 0.285078 -0.198 -0.424 -0.289
H 2.183965 0.407802 -0.761122 -0.181 -0.111 0.385
H -2.555833 0.946330 -2.222900 -0.201 -0.468 0.401
H 0.658370 0.752482 1.932934 -0.160 0.319 0.243
```
Positions in Å, forces in eV/Å.

Values from the calculation:
SMILES string = CC#CC1CC1
total charge = 0
HOMO = -9.010 eV
ΔE to the lowest compared entry with this formula, charge and spin = 1.6740 eV

no.,DFT total energy (Eh)
1,-703.19901
2,-3711.57260
3,-1312.93476
4,-233.32549